No. 1
The following is a quantum chemistry calculation of 5 unconnected molecules or ions with the total composition C23H41NO14 at a distorted geometry, from the Open Molecules 2025 dataset.

## Properties
HOMO-LUMO gap, eV: 9.60
Spin multiplicity: 1
SMILES string: C[C@@H]1COC(=O)O1.C[C@@H]1COC(=O)O1.C[C@@H]1COC(=O)O1.C[C@@H]1COC(=O)O1.CCCNCOCCOC

Last column: Mulliken charge in e.
Geometry (Å):
C: 3.1013 -5.1250 2.6448  -1.47
C: 3.2996 -3.9495 1.7224  0.50
C: 2.0839 -3.0805 1.5124  -0.57
O: 2.3404 -2.5198 0.2151  -0.22
C: 3.1122 -3.4069 -0.4601  0.56
O: 3.3573 -3.3384 -1.6207  -0.53
O: 3.5636 -4.3767 0.3721  -0.36
H: 4.0001 -5.7398 2.6791  0.37
H: 2.8763 -4.7816 3.6544  0.38
H: 2.2852 -5.7587 2.2954  0.36
H: 4.1531 -3.3488 2.0502  0.28
H: 1.9808 -2.2942 2.2563  0.45
H: 1.1567 -3.6570 1.4628  0.26
C: -3.2392 -1.5153 4.1131  -1.25
C: -4.4221 -0.6858 4.5379  0.71
C: -4.2603 0.0477 5.8464  -0.45
O: -5.6201 0.1794 6.2837  -0.34
C: -6.3207 -0.8545 5.7512  0.58
O: -7.4301 -1.1463 6.0546  -0.53
O: -5.5705 -1.5067 4.8269  -0.39
H: -3.4685 -2.0666 3.2020  0.12
H: -2.3747 -0.8793 3.9194  0.35
H: -2.9813 -2.2477 4.8804  0.44
H: -4.7052 0.0066 3.7393  0.17
H: -3.7962 1.0253 5.7413  0.28
H: -3.7139 -0.5388 6.5892  0.31
C: -0.0259 6.1012 -3.7987  -1.48
C: -0.5084 6.0230 -2.3729  0.46
C: 0.3375 5.1800 -1.4495  -0.49
O: -0.6212 4.7719 -0.4615  -0.28
C: -1.8375 4.7598 -1.0592  0.63
O: -2.8197 4.2914 -0.5797  -0.51
O: -1.7741 5.3399 -2.2803  -0.32
H: -0.7321 6.6613 -4.4107  0.36
H: 0.9435 6.5968 -3.8448  0.38
H: 0.0641 5.1047 -4.2330  0.35
H: -0.6474 7.0273 -1.9625  0.26
H: 1.1542 5.7272 -0.9856  0.32
H: 0.7290 4.2858 -1.9406  0.31
C: 5.3970 -2.1852 -3.6976  -1.41
C: 6.6620 -1.5977 -4.2684  0.52
C: 7.9448 -2.1528 -3.7004  -0.48
O: 8.8550 -1.0604 -3.8949  -0.32
C: 8.1237 0.0830 -3.8870  0.62
O: 8.5817 1.1775 -3.8442  -0.53
O: 6.7986 -0.2031 -3.9306  -0.36
H: 4.5228 -1.6767 -4.1022  0.39
H: 5.3212 -3.2452 -3.9367  0.40
H: 5.3639 -2.0691 -2.6158  0.29
H: 6.6594 -1.6715 -5.3603  0.28
H: 8.2999 -3.0415 -4.2162  0.32
H: 7.8730 -2.3558 -2.6291  0.29
C: -3.9121 1.8402 -2.3117  -0.89
C: -3.6847 0.3221 -2.3406  -0.57
C: -3.3396 -0.1836 -0.9312  0.42
N: -2.5173 -1.3973 -1.0186  -0.46
C: -2.1625 -1.9002 0.3078  -0.69
O: -1.6120 -0.9218 1.1472  0.01
C: -0.4253 -0.3345 0.6356  -0.08
C: -0.4550 1.1810 0.9666  -0.19
O: -1.0688 1.4364 2.2012  -0.46
C: -2.3994 1.9111 2.1144  -0.11
H: -3.0851 2.3232 -1.8063  -0.03
H: -4.8211 2.0616 -1.7480  0.30
H: -4.0233 2.2590 -3.3117  0.43
H: -2.8356 0.1164 -2.9963  0.31
H: -4.5474 -0.2071 -2.7509  0.34
H: -2.7928 0.6143 -0.4374  -0.43
H: -4.2586 -0.3643 -0.3530  0.26
H: -3.1224 -2.1078 -1.4193  0.32
H: -1.4944 -2.7663 0.2165  0.17
H: -3.0669 -2.2570 0.8263  0.45
H: -0.2849 -0.5077 -0.4320  0.48
H: 0.4585 -0.7369 1.1439  -0.24
H: -0.9067 1.7313 0.1355  -0.07
H: 0.5866 1.5100 1.0373  0.43
H: -3.0933 1.0590 2.1061  -0.04
H: -2.5789 2.5000 1.2135  0.06
H: -2.6298 2.5060 2.9982  0.33

Atomic forces in eV per Å
0.053 -0.230 -0.221
-0.090 -0.259 0.279
-0.039 0.220 0.041
-0.006 -0.150 0.094
0.006 -0.014 -0.061
-0.007 -0.030 0.020
0.029 0.182 -0.046
0.024 0.058 0.050
0.009 0.041 -0.004
-0.050 0.069 0.004
-0.025 0.050 -0.035
0.026 0.114 -0.138
0.043 -0.075 0.049
-0.085 -0.276 0.028
0.341 -0.162 -0.101
-0.029 0.194 0.050
0.073 -0.072 -0.017
-0.034 -0.063 -0.017
0.012 0.004 0.009
-0.085 0.167 0.028
0.030 0.087 -0.047
-0.035 0.035 -0.066
-0.021 0.076 0.074
-0.022 0.037 0.042
-0.153 0.060 0.043
0.048 -0.051 -0.072
-0.261 -0.148 -0.135
0.200 0.044 -0.338
0.087 0.031 0.159
0.025 -0.026 -0.092
-0.063 -0.016 -0.027
0.070 0.098 0.076
0.004 0.060 0.182
0.036 0.063 0.035
0.003 0.014 0.039
0.054 -0.018 0.064
0.003 -0.025 0.059
-0.092 -0.023 0.153
-0.006 0.042 -0.086
-0.040 0.339 0.080
-0.333 -0.246 0.116
0.162 -0.062 -0.079
-0.077 -0.029 0.052
-0.054 0.056 0.018
0.007 -0.010 0.008
0.164 -0.002 -0.111
-0.002 -0.061 -0.048
0.022 -0.008 -0.007
0.060 -0.059 0.009
0.075 0.014 0.001
0.132 0.102 -0.053
-0.102 -0.013 -0.007
-0.495 -0.639 -0.059
0.256 0.391 0.190
-0.218 -0.066 -0.726
0.008 0.164 0.521
-0.593 -0.362 0.205
0.045 -0.154 -0.589
0.410 0.769 0.691
0.384 -0.677 -0.502
0.064 0.499 0.010
-0.424 -0.612 0.074
0.082 0.138 -0.033
0.057 0.185 0.009
0.007 0.010 0.006
0.023 -0.145 0.055
-0.022 0.012 -0.010
0.152 -0.167 0.185
0.013 0.127 0.083
0.289 -0.121 -0.277
0.111 0.098 -0.242
0.119 0.140 0.194
-0.201 0.048 -0.044
-0.217 -0.328 0.084
-0.250 0.154 0.206
-0.035 0.081 -0.020
0.010 0.061 -0.097
0.114 0.153 0.049
0.222 0.110 -0.016



No. 2
The following is a quantum chemistry calculation of a molecular structure, C15H14ClFN2O2S at a distorted geometry, from the Open Molecules 2025 dataset.

## Properties
HOMO-LUMO gap, eV: 7.48
Spin multiplicity: 1

Last column: Mulliken charge in e.
Geometry (Å):
C: 1.5512 1.0853 2.7197  -1.58
H: 1.5491 1.8545 1.9672  0.46
H: 1.9809 0.1578 2.5702  0.44
H: 1.8485 1.4413 3.6065  0.46
C: -0.1322 0.6632 2.6969  -0.09
N: -0.4879 0.2316 1.5084  0.13
C: -0.9634 1.2060 0.6034  0.40
C: -1.6662 0.5966 -0.5379  -0.85
C: -2.1733 1.4835 -1.4444  -0.60
C: -2.2589 2.9591 -1.0846  0.12
C: -1.7258 3.2218 0.3175  -1.00
C: -1.2719 2.2840 1.0952  1.98
C: -0.9781 2.9903 2.2825  -1.37
C: -0.7686 1.7712 3.5182  -0.95
H: -1.9184 1.3492 3.5578  0.23
H: -0.2478 2.1373 4.3413  0.48
H: 0.1362 3.5541 2.2720  0.29
H: -1.4673 3.7525 2.7395  0.59
H: -2.0052 4.3728 0.5716  0.16
F: -2.6225 3.8256 -1.8923  -0.28
H: -2.5300 1.1779 -2.4298  0.39
H: -1.3253 -0.3950 -0.7401  0.34
S: -0.4145 -1.4665 1.3569  1.32
O: 0.4006 -2.0369 2.3730  -0.64
O: -1.9451 -2.1620 1.0099  -0.67
C: 0.5101 -1.5426 -0.1472  0.00
C: 1.4617 -0.5350 -0.7252  0.13
N: 2.2722 -0.8690 -1.4714  -0.39
C: 2.3082 -1.8684 -2.3864  -0.05
C: 1.2997 -2.8308 -2.0611  -0.32
C: 0.4128 -2.8165 -0.8720  -0.52
H: -0.3878 -3.5513 -0.7418  0.43
H: 1.2228 -3.7812 -2.6250  0.33
Cl: 3.2109 -1.9967 -3.7929  -0.14
H: 1.6356 0.3006 -0.0997  0.44
H: 0.0212 -0.2768 3.7306  0.34

Atomic forces in eV per Å
-5.001 -0.601 -2.827
0.928 0.011 -0.601
1.472 -1.514 -1.073
0.839 1.467 3.426
7.347 -0.085 11.011
-0.574 -3.154 -1.608
-1.054 -12.938 -3.778
2.867 2.972 0.507
-1.004 3.170 -0.365
4.084 -7.234 6.717
-6.618 7.026 -9.686
-1.085 9.105 3.514
7.668 -2.729 6.537
-5.600 -0.007 -6.471
2.524 1.488 1.129
0.512 0.026 1.471
-2.478 -1.691 -0.407
-2.727 1.891 0.270
1.131 -2.962 -0.050
-1.498 3.137 -2.681
-0.041 0.003 0.297
-0.938 -0.449 -0.524
-6.113 -1.487 -3.735
-0.090 -0.037 0.633
6.574 3.105 1.695
-0.320 -2.995 -2.714
-8.600 -0.152 10.892
10.339 -1.579 -11.714
-4.939 -1.909 4.038
0.108 -1.587 0.249
2.022 4.642 -1.069
0.641 0.184 0.307
0.101 0.836 -0.033
0.784 0.392 -0.136
-0.251 1.422 0.464
-1.010 2.232 -3.686



No. 3
The following is a quantum chemistry calculation of a molecular structure, C14H28IrN6O6Se at a distorted geometry, from the Open Molecules 2025 dataset.

## Properties
Total charge: +1
HOMO-LUMO gap (alpha / beta), eV: 5.86 / 4.05
Spin multiplicity: 5
Expectation value of S²: 6.08

Last column: Löwdin spin population.
Geometry (Å):
O: -1.6664 -3.5229 -1.9362  0.25
H: -1.5993 -4.1582 -2.6638  0.00
Ir: 0.0283 -1.1874 -0.1039  0.13
N: -1.6442 -0.9152 -1.1172  0.22
N: 0.8036 -0.6356 -1.8152  0.25
N: -0.7404 -1.3950 1.6746  0.14
N: 1.6458 -1.0168 0.9806  0.12
O: -2.8095 -1.0295 -0.6467  0.39
O: -2.0449 -1.5739 1.9590  0.04
O: 2.8857 -0.8484 0.4771  0.03
O: 2.0436 -0.3401 -1.9745  0.30
C: -0.0828 -0.6215 -2.8606  0.06
C: -1.4370 -0.7443 -2.4725  0.13
C: 0.1278 -1.2635 2.7108  0.11
C: 1.4684 -1.0028 2.3194  0.11
C: -2.6441 -0.8559 -3.3405  0.02
H: -3.1687 -1.8144 -3.1911  0.01
H: -2.3505 -0.7871 -4.3953  0.00
H: -3.3444 -0.0365 -3.1128  0.01
C: 0.4466 -0.5591 -4.2463  0.00
H: 1.0881 -1.4271 -4.4434  0.00
H: 1.0093 0.3637 -4.4172  0.00
H: -0.3895 -0.5793 -4.9475  0.00
C: -0.3745 -1.2444 4.1017  0.02
C: 2.5970 -0.6718 3.2243  0.02
H: -1.3513 -1.7224 4.1608  0.00
H: -0.4555 -0.2270 4.5046  0.01
H: 0.3196 -1.7683 4.7647  0.00
H: 3.4062 -0.1688 2.6837  0.00
H: 2.9899 -1.5979 3.6603  0.01
H: 2.2778 -0.0404 4.0625  0.00
H: -2.5366 -1.6184 1.0731  0.00
H: 2.7139 -0.5803 -0.5047  0.00
C: 0.2962 -3.0688 -0.5652  0.47
H: -0.6805 -3.4638 -1.3763  0.09
H: 0.2804 -3.6770 0.3580  0.02
H: 1.1996 -3.2638 -1.1691  0.03
O: -3.4986 -3.6907 -0.1095  0.01
H: -2.9232 -3.6157 -0.9173  0.00
H: -2.8859 -4.1679 0.4973  0.00
C: -1.6231 4.5516 0.9066  0.01
N: -0.2146 4.3458 0.7000  0.05
C: 0.7557 5.3205 0.6286  0.06
C: 1.9443 4.6800 0.4405  0.06
N: 1.6528 3.3212 0.3859  0.05
C: 2.6504 2.2848 0.2235  0.00
C: 0.3094 3.0999 0.5704  0.04
Se: -0.7153 1.5772 0.7529  0.71
H: -1.7878 5.6219 0.9910  0.00
H: -1.9323 4.0563 1.8273  0.00
H: -2.1805 4.1598 0.0549  0.00
H: 0.5022 6.3720 0.7376  0.00
H: 2.9448 5.0565 0.3411  0.00
H: 2.4025 1.6710 -0.6520  0.00
H: 3.6251 2.7735 0.0883  0.00
H: 2.6669 1.6463 1.1178  0.00

Atomic forces in eV per Å
0.595 -0.239 -0.606
0.252 -0.041 0.238
-0.379 1.779 -0.724
0.331 -0.531 0.086
0.060 -0.231 -0.034
1.371 -0.218 1.553
-0.440 -0.263 2.037
0.227 0.428 -0.373
-0.964 -0.195 -0.267
0.574 0.541 -0.823
-0.448 -0.029 -0.334
-1.093 0.042 0.215
0.567 -0.326 -0.638
-1.517 0.330 -0.979
0.494 0.123 -1.846
0.059 0.322 -0.586
0.299 0.426 0.164
-0.208 0.036 0.281
0.142 -0.340 -0.096
-0.368 0.186 -0.323
-0.011 0.281 0.048
0.074 -0.228 0.025
0.216 -0.013 -0.015
0.219 -0.150 0.706
0.156 -0.197 0.557
0.112 0.071 0.033
-0.084 -0.069 -0.169
-0.098 -0.036 -0.048
-0.221 -0.225 0.096
0.166 0.182 -0.019
-0.030 -0.121 -0.191
0.588 0.026 0.653
0.109 -0.584 0.787
2.189 -0.361 1.566
-1.706 -0.273 -1.038
-0.241 -0.153 -0.642
-0.427 -0.070 -0.010
1.068 -0.471 0.516
-0.589 -0.055 0.649
-0.883 0.376 -0.500
-0.657 0.552 0.108
0.621 0.169 0.011
-0.818 -0.385 0.106
-0.812 -1.416 -0.071
-0.328 0.657 0.223
0.429 -0.526 -0.001
1.192 1.576 -0.006
0.344 -0.129 -0.124
-0.139 -0.004 0.014
-0.078 0.069 -0.135
-0.027 0.066 0.171
0.174 -0.372 -0.107
0.069 -0.028 -0.028
0.144 0.154 0.197
-0.348 -0.303 0.027
0.078 0.190 -0.336



No. 4
The following is a quantum chemistry calculation of a molecular structure, C27H26BaNOPS2, from the Open Molecules 2025 dataset.

## Properties
Total charge: -2
HOMO-LUMO gap, eV: 5.01
Spin multiplicity: 1

Last column: Mulliken charge in e.
Geometry (Å):
Ba: 0.1694 0.3153 0.1835  1.31
S: 0.0708 -1.7785 2.5430  -0.50
C: -1.3327 -2.8352 2.3237  0.11
C: -1.7193 -3.5990 3.4376  -0.55
C: -2.7828 -4.4850 3.4219  -0.42
C: -3.5149 -4.6351 2.2485  -0.45
C: -3.1552 -3.8923 1.1373  -0.49
C: -2.0803 -2.9875 1.1274  0.14
S: -1.7671 -2.1534 -0.4010  -0.55
H: -1.1363 -3.4709 4.3426  0.27
H: -3.0336 -5.0496 4.3145  0.30
H: -4.3555 -5.3201 2.1963  0.30
H: -3.7159 -3.9948 0.2148  0.28
C: -3.1738 3.1332 0.0628  -1.24
C: -1.8965 3.3182 0.8913  0.43
C: -1.3655 4.7479 0.7157  -1.28
O: -0.9476 2.3908 0.5572  -0.84
H: -3.9668 3.8273 0.3663  0.37
H: -3.5386 2.1113 0.1752  0.28
H: -2.9531 3.2973 -0.9965  0.28
H: -2.1953 3.2224 1.9578  0.11
H: -1.1079 4.9153 -0.3344  0.29
H: -0.4578 4.8786 1.3078  0.29
H: -2.0996 5.5027 1.0227  0.38
N: 2.6280 0.1523 -1.0174  -1.27
P: 3.4798 -1.1120 -0.9768  1.17
C: 4.0460 -1.7022 0.6814  0.52
C: 4.4209 -3.0126 0.9696  -0.28
C: 4.7983 -3.3736 2.2555  -0.79
C: 4.7996 -2.4271 3.2705  -0.37
C: 4.4218 -1.1206 2.9949  -0.54
C: 4.0487 -0.7642 1.7077  -0.53
C: 5.1068 -0.9580 -1.8677  -0.20
C: 5.2293 0.1678 -2.6753  -0.52
C: 6.3949 0.4037 -3.3927  -0.55
C: 7.4596 -0.4826 -3.3015  -0.34
C: 7.3538 -1.6031 -2.4863  -0.70
C: 6.1837 -1.8360 -1.7754  0.02
C: 2.8104 -2.6796 -1.6753  0.12
C: 1.6926 -3.2192 -1.0388  0.12
C: 1.0497 -4.3356 -1.5524  -0.78
C: 1.5337 -4.9420 -2.7040  -0.41
C: 2.6473 -4.4177 -3.3465  -0.65
C: 3.2775 -3.2887 -2.8375  -0.16
H: 4.3803 -3.7677 0.1928  0.35
H: 5.0646 -4.4015 2.4726  0.35
H: 5.0688 -2.7147 4.2801  0.35
H: 4.3918 -0.3860 3.7909  0.36
H: 3.7226 0.2436 1.4725  0.51
H: 4.3806 0.8444 -2.7029  0.37
H: 6.4757 1.2832 -4.0218  0.36
H: 8.3723 -0.2993 -3.8576  0.35
H: 8.1846 -2.2948 -2.4036  0.38
H: 6.1131 -2.7113 -1.1395  0.28
H: 1.2917 -2.7755 -0.1312  0.25
H: 0.1543 -4.6876 -1.0566  0.37
H: 1.0329 -5.8140 -3.1100  0.35
H: 3.0217 -4.8803 -4.2534  0.36
H: 4.1339 -2.8778 -3.3595  0.32

Atomic forces in eV per Å
0.170 -0.564 -0.074
-0.030 0.016 -0.223
0.128 0.052 0.120
0.018 0.007 0.013
-0.029 -0.012 -0.025
0.017 -0.002 0.043
-0.015 -0.009 -0.017
-0.030 0.027 -0.187
0.099 0.133 0.144
-0.007 -0.008 0.006
-0.006 -0.004 0.001
-0.003 -0.003 0.008
-0.001 -0.005 0.007
-0.037 0.015 0.010
0.056 0.018 -0.034
-0.018 0.040 0.009
-0.135 0.310 0.014
0.000 0.002 -0.003
-0.001 -0.003 0.011
0.026 -0.001 0.000
0.005 -0.007 -0.003
-0.001 -0.017 -0.009
0.001 -0.008 0.013
0.001 0.001 -0.002
-0.286 -0.105 0.199
0.070 0.122 -0.076
0.016 -0.060 -0.013
-0.026 0.015 0.014
0.006 0.010 -0.001
0.012 -0.001 0.008
0.009 0.001 0.017
-0.022 0.020 -0.003
-0.008 0.005 -0.006
-0.005 -0.015 0.002
0.002 0.021 -0.013
0.018 -0.014 0.006
-0.008 0.016 -0.008
-0.003 -0.034 0.011
0.027 -0.002 0.064
-0.032 -0.048 0.037
0.027 0.050 -0.009
-0.043 -0.031 0.010
0.007 0.009 0.001
0.018 0.024 -0.046
-0.008 -0.004 -0.008
-0.003 -0.004 -0.003
-0.005 0.004 0.000
0.000 0.001 -0.004
0.007 0.001 0.005
0.008 0.010 -0.004
0.001 0.002 0.002
-0.002 0.000 0.000
0.002 -0.001 0.001
-0.007 0.010 -0.007
0.016 0.053 0.011
-0.002 -0.039 -0.016
0.000 0.004 -0.003
-0.002 -0.001 -0.001
0.008 0.007 0.013